{
  "formula": "C26H45BF2NO3PW",
  "method": "ωB97M-V/def2-TZVPD",
  "charge": 2,
  "orbital_gap_ev": [8.370, 7.404],
  "multiplicity": 3,
  "symbols": ["W", "C", "C", "C", "C", "C", "C", "C", "C", "C", "C", "C", "C", "C", "C", "C", "C", "C", "H", "H", "H", "H", "H", "H", "H", "H", "H", "H", "H", "H", "H", "H", "H", "H", "H", "H", "H", "H", "H", "H", "H", "H", "H", "H", "H", "H", "H", "C", "O", "P", "O", "C", "O", "C", "H", "H", "H", "H", "H", "H", "H", "H", "H", "N", "C", "C", "C", "C", "C", "C", "H", "H", "H", "H", "H", "H", "H", "F", "B", "F"],
  "coordinates": [[0.09, -0.33, -0.07], [0.23, -2.66, -0.26], [1.41, -2.24, -0.93], [2.23, -1.58, 0.07], [1.46, -1.58, 1.29], [0.24, -2.29, 1.12], [-0.70, -2.77, 2.21], [-2.16, -2.66, 1.78], [-0.49, -1.97, 3.50], [-0.35, -4.25, 2.46], [3.75, -1.38, 0.14], [4.29, -2.80, 0.42], [4.44, -0.80, -1.09], [4.18, -0.51, 1.34], [1.60, -2.53, -2.42], [0.32, -3.11, -3.03], [1.91, -1.24, -3.21], [2.71, -3.58, -2.63], [-0.56, -3.22, -0.73], [1.81, -1.18, 2.22], [-2.48, -1.61, 1.72], [-2.80, -3.14, 2.52], [-2.36, -3.16, 0.83], [-0.69, -0.91, 3.36], [0.53, -2.10, 3.89], [-1.17, -2.34, 4.27], [-0.54, -4.85, 1.56], [-0.97, -4.64, 3.26], [0.69, -4.36, 2.74], [4.05, -3.50, -0.37], [3.88, -3.19, 1.36], [5.37, -2.76, 0.52], [4.34, -1.42, -1.97], [5.51, -0.73, -0.88], [4.09, 0.21, -1.31], [3.82, -0.89, 2.29], [3.89, 0.53, 1.22], [5.27, -0.54, 1.39], [-0.54, -2.43, -2.91], [0.07, -4.09, -2.61], [0.47, -3.24, -4.10], [1.01, -0.62, -3.27], [2.19, -1.50, -4.23], [2.71, -0.66, -2.77], [2.51, -4.47, -2.03], [3.70, -3.21, -2.40], [2.71, -3.88, -3.68], [0.65, 4.31, 0.71], [0.34, 2.93, 0.38], [1.39, 1.76, 0.55], [2.63, 2.12, -0.37], [2.45, 2.43, -1.77], [2.12, 1.91, 1.92], [1.76, 1.51, 3.27], [0.29, 4.51, 1.71], [0.12, 4.93, -0.01], [1.72, 4.49, 0.65], [3.44, 2.67, -2.15], [1.79, 3.29, -1.89], [2.06, 1.57, -2.31], [2.70, 1.47, 3.82], [1.27, 0.54, 3.27], [1.10, 2.26, 3.70], [-1.93, -0.78, -0.90], [-2.02, 0.02, -2.11], [-3.10, -0.04, -2.97], [-3.11, 0.78, -4.09], [-2.05, 1.65, -4.34], [-0.97, 1.71, -3.48], [-0.97, 0.88, -2.36], [-2.06, -1.77, -1.11], [-2.68, -0.51, -0.26], [-3.93, -0.71, -2.78], [-3.94, 0.74, -4.77], [-2.08, 2.29, -5.21], [-0.15, 2.39, -3.66], [-0.09, 0.99, -1.69], [-1.07, 1.42, 2.43], [-1.28, 1.04, 1.17], [-2.46, 1.41, 0.67]]
}

{
  "formula": "C26H46BO28S6",
  "method": "ωB97M-V/def2-TZVPD",
  "charge": -1,
  "orbital_gap_ev": 9.276,
  "symbols": ["O", "C", "O", "B", "O", "C", "O", "O", "C", "O", "C", "O", "O", "C", "C", "O", "S", "O", "O", "O", "H", "H", "H", "H", "C", "C", "O", "S", "O", "O", "O", "H", "H", "H", "H", "O", "S", "O", "O", "C", "C", "C", "H", "H", "H", "H", "H", "H", "H", "H", "O", "S", "O", "O", "C", "C", "C", "H", "H", "H", "H", "H", "H", "H", "H", "O", "S", "O", "O", "C", "C", "C", "H", "H", "H", "H", "H", "H", "H", "H", "O", "S", "O", "O", "C", "C", "C", "H", "H", "H", "H", "H", "H", "H", "H", "C", "C", "C", "C", "C", "C", "H", "H", "H", "H", "H", "H"],
  "coordinates": [[-14.46, 19.24, -22.89], [-14.01, 18.17, -22.44], [-14.05, 17.01, -23.00], [-13.47, 15.95, -22.12], [-13.07, 16.73, -20.90], [-13.44, 18.03, -21.02], [-13.42, 18.99, -20.27], [-12.25, 15.30, -22.58], [-12.40, 14.04, -22.70], [-11.58, 13.16, -22.97], [-13.84, 13.75, -22.22], [-14.43, 14.83, -21.85], [-14.42, 12.66, -22.02], [-19.08, 16.68, -18.85], [-17.65, 16.48, -18.47], [-16.79, 16.99, -19.50], [-17.66, 17.08, -20.98], [-17.00, 16.19, -21.93], [-17.80, 18.50, -21.26], [-18.96, 16.34, -20.26], [-19.44, 17.69, -18.66], [-19.63, 15.83, -18.45], [-17.37, 15.44, -18.28], [-17.35, 16.97, -17.54], [-11.32, 15.24, -25.72], [-12.80, 15.15, -26.15], [-12.99, 16.08, -27.22], [-11.70, 15.91, -28.26], [-11.35, 17.17, -28.98], [-11.69, 14.62, -28.95], [-10.74, 15.81, -26.88], [-10.95, 14.28, -25.37], [-11.13, 16.00, -24.96], [-13.49, 15.30, -25.32], [-12.93, 14.12, -26.50], [-12.92, 14.54, -15.93], [-13.29, 15.92, -15.52], [-13.56, 16.20, -14.15], [-12.13, 17.00, -16.10], [-12.18, 18.42, -15.75], [-11.72, 19.12, -17.04], [-14.73, 16.52, -16.64], [-11.36, 18.56, -15.04], [-13.11, 18.86, -15.39], [-11.07, 18.53, -17.69], [-11.21, 20.04, -16.77], [-12.63, 19.38, -17.57], [-15.47, 15.81, -16.28], [-14.64, 16.47, -17.73], [-14.80, 17.55, -16.28], [-15.89, 13.78, -27.89], [-16.36, 12.90, -26.81], [-17.29, 11.81, -27.16], [-15.04, 12.38, -25.97], [-14.94, 11.12, -25.37], [-16.04, 10.97, -24.26], [-17.12, 14.05, -25.57], [-14.02, 10.90, -24.83], [-15.23, 10.32, -26.05], [-16.13, 11.80, -23.57], [-15.89, 10.08, -23.65], [-16.99, 10.74, -24.75], [-17.92, 14.58, -26.08], [-16.32, 14.66, -25.15], [-17.50, 13.50, -24.71], [-16.93, 18.83, -28.34], [-16.59, 19.32, -27.05], [-16.59, 20.68, -26.61], [-17.56, 18.39, -26.09], [-18.06, 19.11, -24.93], [-19.39, 18.59, -24.45], [-14.95, 18.53, -26.48], [-18.14, 20.19, -25.11], [-17.15, 19.09, -24.32], [-20.15, 18.77, -25.22], [-19.72, 19.15, -23.58], [-19.38, 17.53, -24.21], [-14.88, 18.82, -25.43], [-14.22, 18.87, -27.21], [-15.02, 17.45, -26.60], [-7.44, 13.98, -20.94], [-7.67, 12.96, -19.91], [-6.54, 12.55, -19.07], [-8.87, 13.44, -18.89], [-10.05, 14.07, -19.47], [-10.46, 15.19, -18.57], [-8.58, 11.59, -20.68], [-10.91, 13.45, -19.72], [-10.00, 14.65, -20.40], [-9.59, 15.81, -18.36], [-10.85, 14.95, -17.58], [-11.05, 16.03, -18.94], [-9.35, 11.98, -21.35], [-9.05, 11.01, -19.88], [-7.84, 10.91, -21.11], [-11.67, 9.60, -21.90], [-11.11, 9.86, -23.17], [-9.81, 9.61, -23.54], [-9.03, 8.99, -22.55], [-9.51, 8.67, -21.31], [-10.78, 9.18, -20.92], [-12.69, 9.94, -21.77], [-11.78, 10.46, -23.76], [-9.43, 9.82, -24.53], [-8.04, 8.65, -22.79], [-8.94, 8.23, -20.50], [-11.21, 9.00, -19.95]]
}

{
  "formula": "C26H46F6NO6S",
  "method": "ωB97M-V/def2-TZVPD",
  "charge": 1,
  "orbital_gap_ev": 9.489,
  "symbols": ["C", "C", "C", "C", "C", "C", "C", "C", "C", "C", "N", "C", "C", "C", "C", "C", "C", "C", "C", "C", "O", "C", "F", "F", "C", "F", "F", "C", "F", "F", "C", "O", "O", "H", "H", "H", "H", "H", "H", "H", "H", "H", "H", "H", "H", "H", "H", "H", "H", "H", "H", "H", "H", "H", "H", "H", "H", "H", "H", "H", "H", "H", "H", "H", "H", "H", "H", "H", "H", "H", "H", "O", "S", "O", "O", "C", "C", "C", "H", "H", "H", "H", "H", "H", "H", "H"],
  "coordinates": [[7.03, -1.09, 4.01], [6.51, 0.19, 3.36], [5.91, -0.05, 1.98], [4.63, -0.90, 1.98], [3.48, -0.32, 2.81], [2.91, 1.00, 2.26], [1.50, 0.88, 1.67], [1.49, 0.72, 0.14], [0.60, -0.44, -0.31], [0.45, -0.62, -1.81], [-0.71, -1.60, -1.96], [-1.31, -1.79, -0.58], [-2.75, -2.27, -0.54], [-2.97, -3.55, 0.30], [-3.52, -3.30, 1.70], [-2.77, -2.23, 2.50], [-3.13, -2.23, 3.98], [-4.56, -1.70, 4.26], [-0.90, -0.50, 0.11], [-1.75, 0.63, -0.42], [-2.23, 0.60, -1.53], [-2.04, 1.84, 0.50], [-0.91, 2.58, 0.53], [-2.28, 1.41, 1.76], [-3.19, 2.77, 0.06], [-2.96, 3.22, -1.17], [-3.15, 3.82, 0.91], [-4.62, 2.16, 0.16], [-5.44, 3.02, -0.47], [-4.66, 0.98, -0.49], [-5.13, 1.99, 1.61], [-5.59, 2.90, 2.23], [-5.02, 0.72, 2.04], [6.23, -1.65, 4.49], [7.77, -0.86, 4.77], [7.51, -1.72, 3.26], [7.31, 0.92, 3.28], [5.77, 0.64, 4.03], [6.66, -0.59, 1.39], [5.75, 0.89, 1.45], [4.85, -1.91, 2.33], [4.27, -0.95, 0.95], [3.80, -0.19, 3.85], [2.69, -1.08, 2.85], [2.88, 1.72, 3.09], [3.60, 1.42, 1.54], [0.87, 1.71, 1.98], [1.04, -0.01, 2.11], [2.50, 0.44, -0.15], [1.25, 1.64, -0.38], [1.09, -1.34, 0.06], [1.32, -0.92, -2.40], [0.12, 0.32, -2.27], [-1.38, -1.17, -2.60], [-0.43, -2.45, -2.43], [-0.66, -2.54, -0.12], [-3.37, -1.49, -0.10], [-3.11, -2.48, -1.55], [-3.67, -4.19, -0.24], [-2.04, -4.13, 0.38], [-4.58, -3.07, 1.64], [-3.45, -4.23, 2.27], [-3.02, -1.24, 2.11], [-1.69, -2.37, 2.41], [-2.42, -1.58, 4.50], [-3.00, -3.22, 4.40], [-5.10, -1.57, 3.32], [-4.51, -0.72, 4.73], [-5.13, -2.35, 4.91], [-1.00, -0.52, 1.19], [-4.74, 0.74, 2.97], [2.61, 2.27, -5.27], [2.00, 2.30, -6.57], [1.70, 3.55, -7.18], [0.68, 1.41, -6.50], [-0.25, 1.73, -5.45], [-1.13, 2.91, -5.78], [2.91, 1.30, -7.69], [0.30, 1.89, -4.52], [-0.86, 0.83, -5.33], [-0.56, 3.84, -5.82], [-1.90, 3.02, -5.01], [-1.61, 2.77, -6.74], [3.09, 0.33, -7.23], [3.85, 1.81, -7.88], [2.33, 1.20, -8.61]]
}

{
  "formula": "C26H46FN2O28S6",
  "method": "ωB97M-V/def2-TZVPD",
  "relative_energy_kcal_mol": 0.00,
  "charge": 1,
  "orbital_gap_ev": 6.197,
  "symbols": ["C", "C", "C", "O", "O", "C", "C", "C", "C", "C", "C", "C", "C", "N", "C", "C", "F", "C", "O", "N", "O", "H", "H", "H", "H", "H", "H", "H", "H", "H", "H", "H", "H", "H", "H", "H", "H", "H", "H", "H", "H", "H", "H", "C", "C", "O", "S", "O", "O", "O", "H", "H", "H", "H", "C", "C", "O", "S", "O", "O", "O", "H", "H", "H", "H", "C", "C", "O", "S", "O", "O", "O", "H", "H", "H", "H", "C", "C", "O", "S", "O", "O", "O", "H", "H", "H", "H", "C", "C", "O", "S", "O", "O", "O", "H", "H", "H", "H", "C", "C", "O", "S", "O", "O", "O", "H", "H", "H", "H"],
  "coordinates": [[3.20, 0.14, 0.88], [2.79, -0.90, 0.11], [3.39, -1.32, -1.18], [4.05, -2.33, -1.33], [3.07, -0.59, -2.27], [2.82, 0.82, -2.14], [1.35, 1.12, -1.81], [0.71, 2.13, -2.75], [-0.62, 2.73, -2.23], [-1.36, 1.88, -1.20], [-1.84, 0.52, -1.73], [-3.18, 0.70, -2.49], [-3.34, -0.39, -3.49], [-4.24, -1.23, -3.14], [-4.79, -0.91, -1.82], [-4.49, 0.57, -1.68], [-5.47, 1.25, -2.40], [-4.49, 1.08, -0.25], [-5.51, 0.35, 0.44], [-6.27, 1.22, 1.35], [-5.69, 1.41, 2.33], [2.56, 0.96, 1.19], [4.23, 0.12, 1.26], [1.96, -1.52, 0.45], [3.49, 1.30, -1.43], [3.02, 1.22, -3.13], [1.30, 1.52, -0.80], [0.84, 0.16, -1.79], [1.41, 2.97, -2.81], [0.59, 1.75, -3.76], [-1.29, 2.98, -3.06], [-0.40, 3.68, -1.75], [-2.25, 2.44, -0.88], [-0.77, 1.74, -0.30], [-1.12, 0.12, -2.44], [-1.98, -0.19, -0.92], [-3.15, 1.62, -3.08], [-2.80, -0.48, -4.42], [-4.55, -2.04, -3.67], [-5.78, -1.28, -1.58], [-4.15, -1.45, -1.11], [-4.74, 2.14, -0.29], [-3.53, 0.95, 0.25], [-3.79, -3.76, -6.62], [-2.44, -4.43, -6.80], [-1.71, -3.51, -7.62], [-2.13, -2.01, -7.31], [-1.22, -1.44, -6.38], [-2.48, -1.37, -8.51], [-3.48, -2.36, -6.48], [-4.42, -3.89, -7.50], [-4.31, -4.12, -5.74], [-2.50, -5.39, -7.29], [-1.91, -4.53, -5.85], [-1.59, -1.28, 3.65], [-0.27, -1.97, 3.39], [0.43, -1.07, 2.51], [0.03, 0.44, 2.87], [1.02, 1.00, 3.71], [-0.35, 1.08, 1.66], [-1.25, 0.11, 3.75], [-2.29, -1.41, 2.82], [-2.07, -1.62, 4.57], [-0.39, -2.94, 2.92], [0.32, -2.08, 4.31], [-7.24, -0.28, 5.56], [-7.25, -0.62, 4.08], [-7.64, -1.99, 4.04], [-8.66, -2.31, 5.23], [-9.99, -2.24, 4.74], [-8.19, -3.44, 5.93], [-8.37, -0.98, 6.08], [-6.34, -0.65, 6.05], [-7.35, 0.78, 5.75], [-6.27, -0.50, 3.62], [-7.99, -0.03, 3.54], [7.94, 1.92, -3.86], [8.05, 0.75, -2.90], [7.88, 1.34, -1.61], [6.87, 2.57, -1.71], [5.57, 2.14, -1.31], [7.47, 3.70, -1.10], [6.90, 2.74, -3.29], [8.86, 2.50, -3.89], [7.66, 1.62, -4.86], [9.02, 0.25, -2.96], [7.26, 0.02, -3.06], [4.23, -2.90, 4.69], [4.83, -3.31, 6.02], [3.70, -3.68, 6.82], [2.57, -4.32, 5.90], [2.66, -5.74, 5.96], [1.35, -3.64, 6.15], [3.15, -3.84, 4.49], [3.81, -1.90, 4.74], [4.93, -2.97, 3.87], [5.38, -2.51, 6.50], [5.48, -4.19, 5.92], [4.32, 5.74, 1.26], [4.86, 4.41, 0.79], [4.29, 3.46, 1.70], [2.84, 3.94, 2.14], [1.86, 3.30, 1.33], [2.76, 3.90, 3.55], [2.96, 5.45, 1.65], [4.86, 6.11, 2.14], [4.33, 6.50, 0.49], [5.94, 4.36, 0.82], [4.52, 4.17, -0.21]]
}

| no. | energy (Ha) |
| --- | --- |
| 1 | -1930.81411 |
| 2 | -5539.06589 |
| 3 | -2521.62728 |
| 4 | -5722.94823 |